{
  "formula": "C20H19N4NaO5P2",
  "method": "the ωB97M-V functional and the def2-TZVPD basis",
  "energy_ev": -60242.977,
  "gap_ha": 0.2444,
  "homo_ha": -0.106,
  "multiplicity": 1,
  "charge": -2,
  "relative_energy_ev": 0.000,
  "elements": ["Na", "C", "P", "C", "C", "C", "C", "C", "C", "C", "P", "C", "C", "H", "H", "H", "H", "H", "H", "H", "H", "H", "H", "H", "H", "H", "H", "H", "H", "O", "C", "O", "C", "C", "C", "N", "C", "C", "C", "O", "O", "H", "H", "H", "O", "N", "C", "C", "N", "C", "N"],
  "coordinates": [[0.59887, 0.73538, -0.57858], [-1.55895, -2.80245, -2.39658], [-1.38882, -1.49620, -1.09873], [-2.69491, -0.34952, -1.74932], [-2.38535, -2.24754, 0.28625], [-2.98130, -3.50930, 0.25657], [-3.70952, -3.97841, 1.34436], [-3.86091, -3.18790, 2.47720], [-3.25297, -1.93947, 2.52525], [-2.50475, -1.45860, 1.45495], [-1.50385, 0.12010, 1.44772], [-2.71951, 1.31701, 2.12643], [-0.48832, -0.19588, 2.95237], [-2.59907, -3.05270, -2.62575], [-1.03312, -3.70835, -2.09043], [-1.08201, -2.43250, -3.30868], [-3.66977, -0.84075, -1.74678], [-2.42623, -0.05948, -2.76558], [-2.74818, 0.55656, -1.14449], [-2.88360, -4.13538, -0.62219], [-4.16015, -4.96324, 1.30654], [-4.43893, -3.54554, 3.32127], [-3.35859, -1.33054, 3.41814], [-3.11654, 0.99968, 3.09473], [-3.54804, 1.44801, 1.42823], [-2.19579, 2.26676, 2.24345], [-1.10872, -0.56079, 3.77395], [0.00748, 0.73432, 3.24501], [0.27561, -0.94446, 2.73557], [6.99783, 4.11620, 0.44617], [6.02031, 4.09337, 1.22877], [5.90601, 4.58431, 2.37064], [4.83362, 3.22833, 0.76013], [4.96524, 2.39403, -0.34049], [3.89139, 1.62561, -0.75153], [2.69257, 1.66003, -0.15790], [2.55698, 2.46886, 0.91562], [3.60308, 3.24210, 1.40366], [1.18166, 2.49538, 1.61150], [1.12873, 2.84417, 2.79660], [0.20683, 2.13181, 0.88557], [5.91303, 2.36494, -0.86021], [3.98656, 0.94870, -1.59419], [3.46237, 3.85343, 2.28266], [0.19894, 0.35432, -2.57719], [0.23196, 0.33361, -3.83454], [1.19857, -0.38235, -4.40577], [2.15928, -1.12850, -3.63255], [2.91812, -1.73353, -3.01252], [1.22471, -0.43582, -5.84751], [1.25813, -0.49781, -6.99779]]
}

{
  "formula": "C20H19N4O2PPdS3",
  "method": "the ωB97M-V functional and the def2-TZVPD basis",
  "energy_ev": -76381.026,
  "gap_ha": [0.2903, 0.2816],
  "homo_ha": [-0.284, -0.319],
  "multiplicity": 3,
  "elements": ["Pd", "N", "N", "C", "O", "O", "H", "H", "H", "S", "P", "S", "C", "C", "C", "C", "C", "C", "C", "C", "C", "C", "C", "C", "H", "H", "H", "H", "H", "H", "H", "H", "H", "H", "N", "C", "N", "C", "C", "C", "C", "C", "C", "S", "H", "H", "H", "H", "H", "H"],
  "coordinates": [[-0.85320, 0.79054, 0.78226], [1.15605, -0.12253, 0.27747], [2.07632, 0.53809, 1.12409], [1.60576, 1.01284, 2.39439], [2.45619, 1.18830, 3.24587], [0.34218, 1.21484, 2.49077], [1.15537, -1.13014, 0.41412], [1.39058, 0.07819, -0.68815], [2.97003, 0.07764, 1.22468], [-3.12876, 1.38803, 1.71927], [-3.68967, 0.80180, -0.10900], [-2.35992, -0.53417, -0.83382], [-5.36143, 0.11447, -0.13188], [-6.45186, 0.98083, -0.08098], [-7.73830, 0.46924, -0.04468], [-7.93902, -0.90505, -0.06086], [-6.85457, -1.76802, -0.11069], [-5.56368, -1.26059, -0.14455], [-3.76698, 2.21924, -1.24368], [-3.47797, 3.50526, -0.80583], [-3.50223, 4.56421, -1.70585], [-3.81974, 4.33793, -3.03566], [-4.11634, 3.05160, -3.47436], [-4.08851, 1.99314, -2.58206], [-6.29277, 2.05268, -0.07205], [-8.58467, 1.14233, -0.00592], [-8.94535, -1.30271, -0.03541], [-7.01149, -2.83856, -0.12342], [-4.71032, -1.92555, -0.18471], [-3.22592, 3.67048, 0.23445], [-3.26813, 5.56434, -1.36367], [-3.83835, 5.16377, -3.73545], [-4.37117, 2.87593, -4.51170], [-4.31144, 0.98736, -2.91969], [-0.32015, 1.66419, -2.42533], [-0.24799, 2.72348, -1.58348], [-0.39738, 2.64205, -0.29378], [-0.27132, 3.89194, 0.31888], [-0.39698, 4.15111, 1.67915], [-0.25483, 5.45707, 2.11268], [0.01258, 6.49567, 1.21960], [0.14835, 6.24464, -0.13468], [0.00071, 4.93510, -0.56812], [0.09722, 4.31821, -2.19504], [-0.88823, 0.88581, -2.09096], [-0.42461, 1.87060, -3.40482], [-0.56880, 3.33678, 2.36967], [-0.34374, 5.67223, 3.16902], [0.12148, 7.50762, 1.58601], [0.36120, 7.04304, -0.83309]]
}

{
  "formula": "C20H19N4O2SScSi",
  "method": "the ωB97M-V functional and the def2-TZVPD basis",
  "energy_ev": -70517.459,
  "gap_ha": 0.1904,
  "homo_ha": -0.247,
  "multiplicity": 1,
  "relative_energy_ev": 0.000,
  "elements": ["Sc", "N", "C", "S", "N", "N", "C", "C", "C", "C", "C", "C", "N", "H", "H", "H", "H", "H", "H", "H", "C", "C", "C", "C", "C", "C", "Si", "C", "C", "C", "C", "C", "C", "H", "H", "H", "H", "H", "H", "H", "H", "H", "H", "H", "O", "C", "O", "H"],
  "coordinates": [[0.80398, -1.21473, 0.43210], [4.87192, -0.65204, 1.79713], [3.63652, -1.10388, 1.51665], [2.32184, -0.19891, 2.22007], [3.53585, -2.13242, 0.70503], [2.33304, -2.74263, 0.63888], [2.12247, -4.04789, 0.51768], [0.75441, -4.34964, 0.69932], [0.24765, -5.68389, 0.62722], [-1.06854, -5.86005, 0.92420], [-1.87267, -4.74600, 1.13178], [-1.37743, -3.46188, 1.11385], [-0.09449, -3.32080, 0.87394], [4.91138, 0.09450, 2.54714], [5.67203, -0.87625, 1.18992], [2.86649, -4.74952, 0.18313], [0.84393, -6.56937, 0.40457], [-1.46340, -6.84959, 0.83134], [-2.91680, -4.95049, 1.34064], [-2.00614, -2.61434, 1.23882], [-3.98044, 2.77059, 1.94437], [-2.87581, 2.84180, 2.77293], [-1.63859, 2.47733, 2.33384], [-1.48721, 2.03460, 0.97036], [-2.60062, 1.98978, 0.11317], [-3.83388, 2.30840, 0.63270], [0.26895, 1.67693, 0.30035], [0.21298, 2.75353, -1.42872], [-0.71139, 3.70079, -1.84727], [-0.52118, 4.32703, -3.03418], [0.60350, 4.01235, -3.86226], [1.52713, 3.08841, -3.44609], [1.30280, 2.47026, -2.17962], [-4.96623, 3.10942, 2.32265], [-3.09674, 3.09437, 3.75527], [-0.73258, 2.56987, 2.86667], [-2.38980, 1.71562, -0.90137], [-4.78428, 2.04169, 0.06594], [1.15426, 2.60075, 1.16179], [-1.57698, 3.86833, -1.28340], [-1.21562, 5.08477, -3.38841], [0.70840, 4.58907, -4.84970], [2.37481, 2.72015, -4.10044], [2.01921, 1.73480, -1.74242], [1.67965, -1.13801, -1.49451], [0.54379, -0.91131, -2.08921], [-0.55251, -0.95228, -1.40517], [0.44637, -0.54923, -3.12070]]
}

{
  "formula": "C20H19N5O4",
  "method": "the ωB97M-V functional and the def2-TZVPD basis",
  "energy_ev": -36677.864,
  "gap_ha": 0.2116,
  "smiles": "N#Cc1cc([N+](=O)[O-])cc2c1no[n+]2[O-].C=C(c1ccccc1)N1CCCCC1",
  "homo_ha": -0.276,
  "multiplicity": 1,
  "relative_energy_ev": 14.817,
  "elements": ["N", "C", "C", "C", "C", "N", "O", "O", "C", "C", "C", "N", "O", "N", "O", "H", "H", "C", "C", "C", "C", "C", "C", "C", "C", "N", "C", "C", "C", "C", "C", "H", "H", "H", "H", "H", "H", "H", "H", "H", "H", "H", "H", "H", "H", "H", "H", "H"],
  "coordinates": [[-0.29487, -7.30983, -3.21647], [-0.25092, -6.21877, -2.80595], [-0.18584, -4.87694, -2.31431], [0.03836, -3.71677, -3.06161], [0.17389, -2.45692, -2.39516], [0.81535, -1.39988, -3.12258], [1.06408, -1.58623, -4.33114], [1.14280, -0.34607, -2.50880], [0.03085, -2.30124, -1.01491], [-0.19771, -3.44894, -0.29993], [-0.31859, -4.73731, -0.90314], [-0.29812, -5.76591, -0.01807], [-0.11940, -5.10520, 1.23030], [-0.04417, -3.69556, 1.06903], [0.10456, -2.96338, 2.03690], [0.19207, -3.77790, -4.12976], [0.21593, -1.29096, -0.50644], [-0.98489, -0.38076, -0.14067], [-0.38748, 0.78049, 0.42985], [0.82303, 0.54638, 1.30117], [2.02617, 0.06231, 0.74636], [3.13643, -0.22816, 1.56046], [3.10378, 0.06642, 2.92404], [1.91853, 0.53013, 3.49476], [0.78542, 0.75318, 2.70121], [-0.82257, 2.05529, 0.23229], [-2.25167, 2.39209, -0.10667], [-2.48543, 3.81486, -0.62357], [-1.69147, 4.87453, 0.11419], [-0.22012, 4.51011, 0.16064], [-0.01504, 3.13779, 0.80309], [-1.38380, -1.10454, 0.57963], [-1.59847, -0.27380, -1.03724], [2.08780, -0.07497, -0.33378], [4.02902, -0.65411, 1.10824], [3.98282, -0.13182, 3.54767], [1.88186, 0.73941, 4.56571], [-0.15100, 1.07120, 3.16907], [-2.88605, 2.27379, 0.79374], [-2.64030, 1.67381, -0.83925], [-3.54401, 4.05003, -0.49331], [-2.27492, 3.86610, -1.69552], [-1.80500, 5.85375, -0.35611], [-2.06231, 4.97312, 1.14087], [0.23844, 4.53071, -0.83874], [0.32490, 5.21544, 0.79855], [-0.24371, 3.21408, 1.88200], [1.04174, 2.86096, 0.70337]]
}